Record 1
ORCA calculation (wB97M-V/def2-TZVPD) on 5 unconnected molecules or ions with the total composition C36H38N2O10S2 in a non-equilibrium geometry.

The geometry in XYZ format:
```
88
Properties=species:S:1:pos:R:3:forces:R:3:lowdin_charge:R:1
C -1.7453 6.3493 0.8964 -0.053 -0.038 -0.114 -0.007
C -2.1393 5.9775 -0.3338 0.310 0.364 -0.001 -0.156
C -1.2840 5.1734 -1.2902 0.030 1.112 -0.015 -0.188
N -2.0243 3.9160 -1.5711 1.011 -0.125 -0.489 0.083
C -1.4099 2.8291 -0.9621 0.024 0.044 0.294 -0.562
O -1.4174 2.5985 0.2201 -0.057 0.059 0.085 0.105
O -0.7507 2.0523 -1.8474 -0.536 -0.228 -0.216 0.012
C -0.5240 0.6984 -1.4259 0.244 -0.435 -0.019 -0.163
C -0.2331 -0.1443 -2.6636 0.633 0.066 0.221 -0.216
C 1.2827 -0.3291 -2.8419 -0.117 -0.102 0.488 -0.502
S 1.6621 -0.7155 -4.5543 0.158 0.213 -0.189 0.923
C 3.2605 -1.4823 -4.4898 -0.453 0.186 0.122 -1.111
S 3.7228 -2.4391 -3.2474 0.080 -0.165 -0.125 0.709
N 3.9624 -1.2011 -5.6398 0.982 -0.345 0.706 -0.215
C 4.3674 0.2179 -5.8239 -1.040 0.554 -0.426 -0.230
C 4.4578 1.0794 -4.5634 0.351 0.210 -0.349 -0.094
C 5.0447 -2.1460 -5.9578 -0.029 -0.183 -0.115 -0.258
C 6.3984 -1.8740 -5.2895 0.307 0.006 -0.265 -0.096
H -0.7835 6.8263 1.0710 0.667 -1.398 0.160 0.056
H -2.3439 6.1544 1.7809 -0.733 1.401 -0.192 0.054
H -3.1292 6.2144 -0.7149 -0.531 -1.244 0.578 0.098
H -0.3300 4.9473 -0.8149 0.032 0.058 0.021 0.120
H -1.0577 5.6819 -2.2316 -0.218 -0.111 -0.115 0.113
H -2.0472 3.7432 -2.5753 -0.125 0.151 0.191 0.067
H -1.3856 0.3140 -0.8814 -0.180 0.241 -0.087 0.133
H 0.3182 0.6393 -0.7334 -0.023 0.201 0.064 0.115
H -0.6726 -1.1284 -2.5082 -0.155 0.000 -0.314 0.117
H -0.6429 0.3273 -3.5570 -0.344 -0.040 0.109 0.097
H 1.6212 -1.1321 -2.1898 0.086 -0.112 -0.163 0.045
H 1.8287 0.5627 -2.5251 -0.043 0.122 -0.230 0.084
H 3.6256 0.6865 -6.4758 0.081 0.023 -0.097 0.104
H 5.3066 0.2597 -6.3697 0.068 -0.386 0.058 0.113
H 4.9222 0.5682 -3.7223 -0.162 -0.073 0.071 0.072
H 5.0847 1.9435 -4.7955 0.020 -0.002 0.000 0.079
H 3.4792 1.4764 -4.3051 -0.017 -0.186 0.294 0.048
H 4.7025 -3.1408 -5.6849 -0.131 0.051 0.046 0.087
H 5.1382 -2.1547 -7.0455 0.081 0.154 -0.006 0.116
H 7.1453 -1.5493 -6.0167 -0.058 0.081 -0.029 0.070
H 6.3456 -1.1065 -4.5210 -0.099 -0.085 0.102 0.060
H 6.7931 -2.7822 -4.8374 -0.086 0.019 0.133 0.071
O 0.3766 2.5253 6.1845 -0.016 -0.012 0.019 0.092
C 0.5907 1.9304 5.1490 -0.010 -0.010 -0.013 -0.393
C -0.2742 2.1180 3.9586 0.027 -0.035 0.010 0.025
C -0.0435 1.4621 2.8241 -0.067 -0.074 -0.015 0.030
C 1.0933 0.5151 2.7053 -0.009 0.003 0.016 -0.375
O 1.3073 -0.0824 1.6698 0.015 0.005 -0.015 0.097
C 1.9594 0.3231 3.8949 0.011 0.011 0.013 0.020
C 1.7281 0.9812 5.0271 0.014 -0.013 0.012 0.019
H -1.0964 2.8143 4.0677 0.004 0.005 0.012 0.123
H -0.6602 1.5836 1.9422 0.046 0.041 0.008 0.089
H 2.7779 -0.3770 3.7852 -0.008 -0.007 -0.022 0.121
H 2.3432 0.8555 5.9087 -0.039 0.010 0.030 0.124
O -0.2617 -1.1491 7.1020 0.090 -0.043 -0.019 0.105
C -1.4425 -1.2431 6.8445 -0.056 0.096 -0.011 -0.377
C -2.3314 -0.0539 6.9057 -0.027 0.028 -0.010 0.022
C -3.6279 -0.1500 6.6241 0.027 0.009 0.000 0.021
C -4.2388 -1.4472 6.2363 -0.003 0.004 -0.007 -0.387
O -5.4202 -1.5335 5.9784 -0.013 -0.005 0.003 0.103
C -3.3475 -2.6325 6.1759 0.025 -0.004 0.009 0.024
C -2.0507 -2.5405 6.4563 -0.001 0.055 0.075 0.024
H -1.8616 0.8807 7.1888 0.035 -0.015 -0.007 0.118
H -4.2967 0.7006 6.6615 -0.022 -0.016 -0.009 0.122
H -3.8140 -3.5671 5.8900 -0.017 0.013 -0.019 0.117
H -1.3866 -3.3923 6.4135 0.045 0.030 -0.042 0.093
O -1.2564 -5.3304 5.2770 -0.028 -0.064 0.000 0.087
C -1.6838 -6.3494 5.7794 0.017 -0.026 -0.018 -0.379
C -1.1744 -6.8347 7.0859 -0.003 -0.015 0.022 0.023
C -1.6429 -7.9514 7.6356 0.013 0.028 -0.001 0.024
C -2.6958 -8.7580 6.9659 0.002 0.001 -0.002 -0.385
O -3.1234 -9.7735 7.4673 -0.005 -0.014 0.005 0.113
C -3.2043 -8.2699 5.6579 0.002 0.029 -0.015 0.024
C -2.7352 -7.1532 5.1086 -0.017 -0.024 -0.006 0.022
H -0.4081 -6.2309 7.5555 0.003 0.015 -0.024 0.124
H -1.2871 -8.3261 8.5868 -0.019 -0.022 -0.001 0.123
H -3.9703 -8.8731 5.1878 -0.001 -0.019 0.023 0.123
H -3.0902 -6.7775 4.1573 0.021 0.020 0.000 0.123
O -0.1690 3.7724 -9.1138 0.009 0.005 -0.020 0.116
C -0.7129 3.7310 -8.0336 -0.002 -0.008 0.013 -0.381
C -2.1883 3.8616 -7.9070 -0.011 -0.001 0.029 0.028
C -2.7858 3.8181 -6.7195 -0.019 -0.006 -0.033 0.026
C -2.0012 3.6372 -5.4764 0.088 -0.051 0.031 -0.357
O -2.5453 3.5941 -4.3905 -0.108 0.052 -0.228 0.090
C -0.5295 3.5053 -5.5962 0.041 0.006 -0.003 0.028
C 0.0690 3.5480 -6.7829 -0.006 -0.002 0.023 0.029
H -2.7374 3.9928 -8.8304 0.026 0.000 -0.017 0.124
H -3.8577 3.9110 -6.6009 0.002 -0.004 0.028 0.124
H 0.0173 3.3711 -4.6703 -0.033 -0.023 0.020 0.122
H 1.1410 3.4527 -6.8985 -0.001 -0.005 -0.029 0.123
```
Positions in Å, forces in eV/Å.

Summary:
Net charge: 0
LUMO energy: -1.918 eV
HOMO-LUMO gap: 6.552 eV
Maximum force: 1.592 eV/A
Multiplicity: 1
M: 722.84 g/mol
SMILES string: C=CCNC(=O)OCCCSC(=S)N(CC)CC.O=C1C=CC(=O)C=C1.O=C1C=CC(=O)C=C1.O=C1C=CC(=O)C=C1.O=C1C=CC(=O)C=C1

Record 2
ORCA calculation (wB97M-V/def2-TZVPD) on a molecular structure, C36H38N4O5S2Ti in a non-equilibrium geometry.

The geometry in XYZ format:
```
86
Properties=species:S:1:pos:R:3:forces:R:3:lowdin_charge:R:1
Ti 0.3305 1.8607 0.0559 0.086 -1.159 1.105 0.768
C 2.2589 5.4313 0.8830 0.101 -0.065 0.008 0.024
C 1.1931 5.1085 -0.0950 0.062 -0.117 -0.033 -0.311
N 0.9858 3.9225 -0.6518 -0.520 0.249 0.218 0.116
C -0.0874 4.0949 -1.4979 -0.085 0.096 -0.384 -0.134
C -0.5306 5.3796 -1.4595 0.240 0.313 0.022 -0.051
N 0.3086 6.0056 -0.5716 0.030 -0.134 -0.005 0.205
C -1.6040 6.1764 -2.1119 -0.253 -0.256 0.102 -0.475
O -2.3750 5.5488 -2.9780 0.209 -0.009 0.141 0.148
O -1.7407 7.3322 -1.7950 0.051 0.117 -0.104 0.112
C -0.5797 2.9318 -2.2666 0.307 -0.629 0.066 -0.546
O -1.4438 3.0532 -3.1197 -0.064 0.012 -0.073 0.098
O 0.0204 1.8333 -1.9031 -0.319 0.395 -0.309 -0.132
H 2.6598 4.5057 1.2900 -0.007 0.014 -0.002 0.067
H 1.8830 6.0561 1.6914 -0.025 0.008 0.021 0.094
H 3.0819 5.9493 0.3883 -0.011 0.035 0.001 0.092
H 0.2275 6.9864 -0.3435 -0.001 -0.009 -0.003 0.180
H -2.1001 4.5906 -3.0727 0.008 0.035 -0.125 0.081
S -1.9532 1.2997 0.5145 0.059 0.159 -0.131 0.717
C -1.8561 -0.4137 0.0570 -0.012 0.067 -0.005 -0.633
N -2.8338 -0.8861 -0.8033 -0.043 -0.052 -0.029 -0.119
C -2.6632 -2.2544 -1.2734 0.005 0.003 -0.019 -0.116
C -2.0903 -3.1294 -0.1773 -0.091 -0.009 0.091 -0.139
N -0.7892 -2.6026 0.1941 -0.035 -0.118 -0.157 -0.139
C -0.0897 -3.4793 1.1131 0.107 -0.111 0.124 -0.166
C 0.2409 -4.8007 0.4571 0.069 0.078 0.001 -0.226
C 0.0006 -6.0041 1.1015 -0.032 -0.033 0.030 -0.045
C 0.3420 -7.2111 0.5011 -0.017 0.052 0.023 -0.086
C 0.9237 -7.2189 -0.7551 0.025 0.029 -0.050 -0.095
C 1.1650 -6.0153 -1.4097 -0.010 -0.051 0.036 -0.080
C 0.8272 -4.8166 -0.8063 -0.009 0.007 0.023 -0.043
C -0.8533 -1.2200 0.5015 -0.056 -0.038 -0.066 -0.529
S 0.5288 -0.5096 1.3007 0.099 0.549 -0.055 1.012
C -4.2173 -0.4580 -0.6229 -0.160 0.117 -0.006 -0.148
C -4.9303 -1.2236 0.4686 0.050 0.026 0.047 -0.213
C -5.8492 -2.2177 0.1601 -0.010 -0.008 -0.019 -0.054
C -6.4486 -2.9720 1.1619 0.009 0.015 -0.033 -0.086
C -6.1292 -2.7336 2.4882 0.025 0.024 0.029 -0.096
C -5.2149 -1.7360 2.8091 -0.045 -0.047 0.009 -0.080
C -4.6200 -0.9866 1.8085 -0.001 -0.017 -0.063 -0.038
H -1.9979 -2.2745 -2.1411 0.016 0.050 0.029 0.133
H -3.6339 -2.6359 -1.5870 0.004 -0.008 -0.004 0.118
H -1.9792 -4.1628 -0.5092 0.032 0.058 -0.048 0.128
H -2.7735 -3.1187 0.6882 -0.004 -0.024 -0.036 0.136
H -0.6612 -3.6545 2.0392 -0.048 -0.007 -0.038 0.130
H 0.8443 -3.0024 1.4172 -0.024 0.033 -0.036 0.088
H -0.4669 -5.9979 2.0792 -0.001 -0.015 0.016 0.110
H 0.1444 -8.1425 1.0144 -0.004 -0.024 0.014 0.101
H 1.1858 -8.1563 -1.2271 0.006 -0.016 -0.011 0.099
H 1.6178 -6.0132 -2.3920 0.014 -0.014 -0.031 0.101
H 0.9998 -3.8761 -1.3145 0.009 0.022 -0.018 0.110
H -4.7378 -0.5941 -1.5736 0.032 -0.027 0.009 0.125
H -4.2202 0.6108 -0.4084 0.040 -0.050 0.002 0.084
H -6.0999 -2.3994 -0.8791 -0.026 -0.022 -0.005 0.109
H -7.1643 -3.7421 0.9053 -0.006 -0.008 -0.010 0.100
H -6.5936 -3.3174 3.2717 -0.007 -0.008 0.018 0.099
H -4.9703 -1.5421 3.8452 0.011 0.008 0.021 0.102
H -3.9061 -0.2119 2.0605 0.023 0.035 0.007 0.092
C 1.8403 2.3898 3.2516 0.091 -0.094 0.192 -0.054
C 1.1614 2.3259 1.9352 0.083 0.048 -0.380 -0.392
O 0.1235 2.9720 1.7342 -0.030 0.259 0.325 -0.134
H 1.7086 1.4123 3.7262 -0.015 0.030 0.004 0.091
H 1.4308 3.1670 3.9002 -0.013 -0.017 -0.064 0.090
H 2.9152 2.5147 3.1186 0.011 0.060 -0.014 0.074
C 3.5939 -0.2052 1.3548 0.174 -0.055 0.111 -0.072
C 3.0339 0.0068 -0.0452 -0.014 -0.052 -0.004 -0.542
C 3.4304 -1.2228 -0.8758 0.012 -0.062 -0.099 -0.033
C 1.5023 0.1324 -0.0676 -0.070 0.097 -0.363 -0.497
C 3.5679 1.2834 -0.6916 0.111 0.050 0.019 -0.181
C 4.3930 2.1804 -0.0190 0.023 -0.004 0.038 -0.038
C 4.8255 3.3546 -0.6254 -0.044 -0.052 -0.026 -0.095
C 4.4308 3.6582 -1.9184 0.013 0.020 0.018 -0.096
C 3.6043 2.7748 -2.6008 0.043 0.028 0.025 -0.072
C 3.1848 1.6039 -1.9940 -0.056 -0.036 -0.041 -0.044
H 3.2394 -1.1499 1.7673 -0.034 -0.009 -0.030 0.077
H 3.3264 0.5829 2.0532 -0.090 0.083 0.003 0.052
H 4.6847 -0.2555 1.3144 -0.026 -0.020 0.005 0.096
H 3.0081 -2.1227 -0.4229 -0.018 -0.015 0.028 0.082
H 4.5138 -1.3450 -0.9310 0.020 0.049 0.041 0.095
H 3.0464 -1.1575 -1.8936 0.011 0.027 -0.035 0.082
H 1.0987 -0.3527 -0.9639 0.000 0.096 0.022 0.084
H 4.7190 1.9666 0.9908 0.001 0.010 -0.018 0.101
H 5.4809 4.0238 -0.0822 0.011 0.032 0.004 0.102
H 4.7684 4.5708 -2.3931 -0.001 0.003 -0.014 0.101
H 3.2834 3.0020 -3.6086 -0.017 -0.005 -0.035 0.109
H 2.5182 0.9428 -2.5337 0.017 0.005 -0.019 0.115
```
Positions in Å, forces in eV/Å.

Summary:
Net charge: 0
ΔE to the lowest compared entry with this formula, charge and spin: 69.8 kcal per mole
LUMO energy: -0.162 eV
HOMO-LUMO gap: 6.767 eV
Maximum force: 1.604 eV/A
Multiplicity: 1
M: 718.72 g/mol

Record 3
ORCA calculation (wB97M-V/def2-TZVPD) on a molecular structure, C36H38N4O5S2Ti in a non-equilibrium geometry.

The geometry in XYZ format:
```
86
Properties=species:S:1:pos:R:3:forces:R:3:lowdin_charge:R:1
Ti -1.0187 0.2568 0.7652 0.923 -0.713 0.443 0.628
C 1.3002 3.5667 1.3970 -0.012 -0.021 0.017 0.026
C 0.0540 3.2229 2.1287 0.013 0.018 0.014 -0.319
N -0.8222 2.3054 1.7646 -0.068 -0.183 0.244 0.075
C -1.7869 2.2808 2.7428 -0.179 -0.086 -0.287 -0.147
C -1.5158 3.2038 3.6952 0.306 0.241 0.164 -0.059
N -0.3474 3.7932 3.2841 0.100 0.053 -0.017 0.203
C -2.1414 3.6385 4.9669 -0.358 0.148 -0.015 -0.472
O -3.2860 3.0638 5.2906 0.315 0.269 0.030 0.151
O -1.6114 4.5069 5.6147 0.043 -0.066 0.078 0.116
C -2.8640 1.2778 2.6409 0.064 -0.387 -0.643 -0.507
O -3.7566 1.2088 3.4624 -0.242 0.031 0.046 0.114
O -2.7238 0.5019 1.5923 -0.790 0.616 0.712 -0.168
H 1.7768 2.6452 1.0630 -0.006 -0.015 -0.015 0.088
H 1.9971 4.1136 2.0297 -0.037 -0.005 0.029 0.089
H 1.0763 4.1763 0.5215 -0.006 -0.004 -0.010 0.083
H 0.1148 4.5181 3.8148 -0.023 -0.005 -0.022 0.179
H -3.5549 2.3997 4.6028 -0.093 -0.280 0.044 0.071
S -1.4872 -1.9733 0.3762 -0.055 0.011 0.224 0.754
C 0.2037 -2.4083 0.5457 -0.261 -0.189 -0.040 -0.662
N 0.5889 -3.5975 -0.0904 0.070 0.130 0.181 -0.133
C 1.8571 -4.1385 0.3693 -0.053 -0.109 -0.037 -0.119
C 2.8819 -3.0250 0.5617 0.016 0.116 0.093 -0.114
N 2.3957 -2.0432 1.5257 0.088 -0.019 -0.409 -0.137
C 2.9417 -2.1613 2.8733 0.080 -0.045 0.083 -0.156
C 2.5576 -3.4348 3.5906 0.053 -0.078 0.025 -0.217
C 1.2391 -3.6814 3.9708 -0.085 0.030 0.047 -0.036
C 0.8935 -4.8848 4.5681 0.054 -0.021 -0.006 -0.074
C 1.8608 -5.8585 4.7996 -0.005 0.069 -0.034 -0.092
C 3.1773 -5.6186 4.4347 -0.057 0.078 -0.026 -0.085
C 3.5167 -4.4115 3.8324 0.013 -0.079 0.002 -0.053
C 1.0423 -1.7289 1.3906 -0.022 0.120 0.239 -0.650
S 0.4917 -0.3553 2.3673 -0.060 -0.095 -0.078 0.740
C 0.2784 -3.7792 -1.5031 -0.016 0.145 -0.179 -0.144
C 1.3351 -3.2180 -2.4278 -0.004 0.122 -0.029 -0.216
C 2.2175 -4.0314 -3.1241 0.043 -0.027 -0.026 -0.052
C 3.2131 -3.4783 -3.9249 -0.043 0.019 0.037 -0.085
C 3.3297 -2.1009 -4.0330 -0.023 0.007 0.026 -0.094
C 2.4456 -1.2763 -3.3428 0.022 -0.073 -0.008 -0.075
C 1.4565 -1.8322 -2.5481 -0.041 -0.011 0.021 -0.032
H 2.2194 -4.8666 -0.3578 -0.035 0.017 -0.006 0.123
H 1.7031 -4.6548 1.3192 0.003 -0.020 0.015 0.121
H 3.0729 -2.5380 -0.3973 -0.015 0.034 0.018 0.120
H 3.8226 -3.4359 0.9292 0.006 0.013 0.006 0.124
H 2.6378 -1.2877 3.4494 -0.052 0.010 -0.017 0.085
H 4.0287 -2.1200 2.7823 0.009 0.034 0.017 0.120
H 0.4760 -2.9285 3.7958 0.062 -0.065 0.011 0.100
H -0.1351 -5.0645 4.8551 0.018 0.004 -0.003 0.105
H 1.5885 -6.7969 5.2656 -0.010 0.010 -0.002 0.100
H 3.9393 -6.3664 4.6151 -0.012 0.008 -0.003 0.100
H 4.5461 -4.2267 3.5425 -0.014 -0.005 0.007 0.109
H -0.6598 -3.2627 -1.6983 -0.070 -0.082 0.033 0.085
H 0.1091 -4.8400 -1.6948 0.109 -0.049 -0.007 0.126
H 2.1252 -5.1095 -3.0420 0.013 0.009 -0.011 0.110
H 3.8961 -4.1234 -4.4632 -0.011 -0.004 0.008 0.100
H 4.1041 -1.6685 -4.6540 -0.006 -0.007 0.000 0.099
H 2.5299 -0.1993 -3.4262 -0.002 -0.014 0.004 0.101
H 0.7760 -1.1899 -1.9979 0.048 -0.021 -0.050 0.095
C 0.2253 2.5824 -1.9501 -0.042 0.279 0.046 0.012
C -0.6735 1.5489 -1.3501 0.226 -0.281 -0.008 -0.401
O 0.0004 0.5491 -0.7166 0.184 0.448 -0.868 -0.258
H 0.2270 2.4832 -3.0377 0.015 -0.001 0.015 0.095
H 1.2361 2.4313 -1.5766 0.003 0.001 -0.007 0.085
H -0.0975 3.6011 -1.7277 -0.010 -0.059 -0.022 0.080
C -3.0160 3.6858 -0.6547 0.054 0.045 0.078 -0.038
C -2.9529 2.6382 -1.7678 -0.204 -0.109 -0.221 -0.475
C -4.3589 2.0260 -1.9223 -0.055 0.057 -0.009 -0.027
C -2.0175 1.5149 -1.3551 0.006 0.180 0.101 -0.047
C -2.5382 3.2317 -3.1174 0.047 -0.034 0.027 -0.194
C -2.3662 2.3790 -4.2096 0.032 -0.011 -0.003 -0.042
C -1.9793 2.8666 -5.4468 -0.004 0.047 0.011 -0.075
C -1.7563 4.2287 -5.6241 -0.015 -0.049 0.048 -0.092
C -1.9305 5.0866 -4.5513 -0.018 -0.045 0.055 -0.078
C -2.3188 4.5901 -3.3088 -0.025 0.019 -0.081 -0.042
H -3.3487 3.2116 0.2705 0.019 -0.006 -0.014 0.083
H -3.7269 4.4781 -0.8969 -0.008 -0.010 0.008 0.091
H -2.0394 4.1391 -0.4648 -0.033 -0.007 -0.012 0.080
H -4.7044 1.6267 -0.9650 0.033 0.000 -0.022 0.092
H -4.3585 1.2119 -2.6492 0.009 0.035 0.012 0.086
H -5.0721 2.7805 -2.2596 0.031 -0.005 0.020 0.096
H -2.5185 0.6053 -1.0227 0.042 -0.111 -0.111 0.098
H -2.5169 1.3123 -4.0815 0.009 0.033 -0.001 0.121
H -1.8481 2.1831 -6.2763 0.002 0.000 0.007 0.104
H -1.4498 4.6128 -6.5887 -0.009 -0.010 0.012 0.101
H -1.7636 6.1496 -4.6737 -0.002 -0.009 0.007 0.102
H -2.4435 5.2818 -2.4869 0.014 0.021 -0.001 0.102
```
Positions in Å, forces in eV/Å.

Summary:
Net charge: 0
ΔE to the lowest compared entry with this formula, charge and spin: 18.9 kcal per mole
LUMO energy (spin up / spin down): -0.568 / -0.569 eV
HOMO-LUMO gap (spin up / spin down): 6.438 / 6.437 eV
Maximum force: 1.248 eV/A
Multiplicity: 1
M: 718.72 g/mol